The following is a DFT calculation (the ωB97M-V functional and the def2-TZVPD basis) of a molecular structure, C6H24ClHgO10 in a non-equilibrium geometry.

ORCA input file:
```
! wB97M-V def2-TZVPD RIJCOSX def2/J DEFGRID3
* xyz 1 1
Hg 0.2382 -0.1591 -0.1058
Cl -1.1738 -3.4735 1.8807
O -1.4265 -3.0306 3.2160
O 0.0287 -4.2920 1.9052
O -2.2922 -4.2756 1.3961
O -0.9454 -2.3344 1.0929
C -2.9882 -0.3033 -1.2297
O -1.6296 0.1278 -1.4433
H -3.2496 -0.9666 -2.0542
H -3.1290 -0.8165 -0.2783
H -3.6260 0.5804 -1.2472
H -1.5517 0.4321 -2.3504
C 1.4194 2.5376 2.0095
O 1.4021 1.6727 0.8674
H 2.4110 2.7440 2.4123
H 0.8305 3.4377 1.8329
H 0.8820 2.1285 2.8650
H 2.0937 1.9837 0.2787
C -1.8477 2.0521 0.9768
O -1.3246 0.7914 1.4479
H -1.7438 2.9817 1.5365
H -1.2803 2.4410 0.1313
H -2.8927 1.9412 0.6875
H -1.7909 0.5233 2.2430
C 0.8341 2.3792 -2.4000
O 1.2639 1.2426 -1.7386
H 0.8012 2.2846 -3.4854
H -0.1839 2.6487 -2.1185
H 1.4131 3.2737 -2.1701
H 2.0965 1.1581 -2.2090
C 0.0214 -2.3014 -2.6008
O 0.9905 -1.7325 -1.7226
H -0.9602 -2.5119 -2.1763
H -0.1692 -1.8228 -3.5614
H 0.3599 -3.2926 -2.9025
H 1.8043 -2.2269 -1.6006
C 2.4682 -0.8774 2.0900
O 2.1917 -1.0296 0.7323
H 2.9632 -1.7800 2.4483
H 3.1299 -0.0170 2.1899
H 1.5522 -0.6299 2.6264
H 3.0097 -1.4885 0.5280
*
```

Output
DFT total energy = -1608.31559 Eh
molecular weight = 492.29 Da
gap between HOMO and LUMO = 6.804 eV
F_max = 6.00 eV/A
energy above the lowest of the compared OMol25 structures with the same formula, charge and spin = 167.9 kJ/mol

---

The following is a DFT calculation (the ωB97M-V functional and the def2-TZVPD basis) of 5 unconnected molecules or ions with the total composition C6H24N2O4 in a non-equilibrium geometry.

ORCA input file:
```
! wB97M-V def2-TZVPD RIJCOSX def2/J DEFGRID3
* xyz 0 1
C 2.0980 -0.4161 2.3607
N 1.2899 0.1215 1.2494
C 0.4616 -0.9281 0.5860
C 0.8762 -2.4017 0.7573
C 0.8015 -0.7253 -1.1003
N 0.5699 0.6290 -1.6635
C 1.8472 1.3007 -2.0631
C -0.3543 0.6077 -2.8727
H 2.7621 0.4799 2.4988
H 2.5646 -1.3675 2.0285
H 1.4996 -0.6566 3.1852
H 1.8856 0.6843 0.6313
H -0.5176 -0.8502 0.7230
H 0.3682 -3.0254 -0.0245
H 1.9387 -2.6838 0.5838
H 0.4174 -2.8210 1.5839
H 1.8426 -1.0614 -1.0769
H 0.2533 -1.4979 -1.5439
H 2.1503 1.1938 -3.0854
H 1.7064 2.4105 -1.8063
H 2.8477 0.8046 -1.7125
H -0.5041 1.6165 -3.1278
H -0.0200 -0.0328 -3.7098
H -1.2375 0.1164 -2.7069
O -3.1795 0.6267 0.4905
H -2.4363 1.1449 0.7746
H -3.7408 0.5469 1.3602
O -1.9782 1.9034 2.9322
H -1.1306 1.6736 3.3174
H -1.8313 2.5043 2.1580
O -1.1603 2.3037 0.5868
H -0.4458 1.6504 0.3448
H -1.2929 2.7765 -0.2823
O -2.4288 -2.2862 -0.5050
H -2.8678 -1.4139 -0.4235
H -3.0554 -2.9275 -0.4484
*
```

Output
DFT total energy = -653.35076 Eh
molecular weight = 188.27 Da
gap between HOMO and LUMO = 9.035 eV
F_max = 7.72 eV/A
structure (SMILES) = CN[C@H](C)CN(C)C.O.O.O.O
energy above the lowest of the compared OMol25 structures with the same formula, charge and spin = 316.8 kJ/mol

---

The following is a DFT calculation (the ωB97M-V functional and the def2-TZVPD basis) of 6 unconnected molecules or ions with the total composition C6H24O6 in a non-equilibrium geometry.

ORCA input file:
```
! wB97M-V def2-TZVPD RIJCOSX def2/J DEFGRID3
* xyz 0 1
C 9.9220 16.6910 24.7010
O 10.9570 17.2410 23.9300
H 10.3840 15.7820 24.9650
H 9.0970 16.7000 24.0290
H 9.7580 17.5690 25.3730
H 11.6750 17.5860 24.5090
C 12.0540 19.2060 21.7550
O 10.7720 18.4980 21.5690
H 11.7900 20.1650 22.2500
H 12.3790 19.3280 20.8080
H 12.7160 18.5430 22.2110
H 10.5990 17.8500 22.1850
C 11.2320 14.2330 21.4760
O 11.7880 14.7370 22.6730
H 11.5620 13.1490 21.4760
H 11.6680 15.0190 20.6150
H 10.0890 14.1740 21.2880
H 11.4530 15.5290 22.8420
C 8.8170 21.3020 19.7370
O 7.7400 22.1440 20.1680
H 9.6760 21.1550 20.5790
H 9.1200 21.6670 18.8300
H 8.5110 20.2950 19.4270
H 6.8980 21.8040 19.7070
C 8.8150 17.4240 18.7150
O 8.5040 17.4770 19.9890
H 9.7020 16.5820 18.6390
H 9.3850 18.4040 18.4650
H 8.0770 16.9170 18.1500
H 9.2990 17.7850 20.5050
C 15.2460 21.5550 22.2780
O 15.6060 22.4130 23.3220
H 16.1570 20.9760 22.1210
H 15.0540 22.2730 21.3370
H 14.6930 20.6560 22.6290
H 16.4350 22.2690 23.6850
*
```

Output
DFT total energy = -694.16975 Eh
molecular weight = 192.25 Da
gap between HOMO and LUMO = 9.567 eV
F_max = 6.50 eV/A
structure (SMILES) = CO.CO.CO.CO.CO.CO
energy above the lowest of the compared OMol25 structures with the same formula, charge and spin = 742.1 kJ/mol

---

The following is a DFT calculation (the ωB97M-V functional and the def2-TZVPD basis) of 6 unconnected molecules or ions with the total composition C6H24O6 in a non-equilibrium geometry.

ORCA input file:
```
! wB97M-V def2-TZVPD RIJCOSX def2/J DEFGRID3
* xyz 0 1
C -0.5045 2.8646 0.2431
C 0.4319 1.6886 0.1743
O 0.1319 0.8861 -1.0004
H -0.3631 3.4115 1.1753
H -1.5457 2.5423 0.2434
H -0.2079 3.4752 -0.6097
H 0.2593 1.1355 1.0976
H 1.3768 2.2154 0.0409
H 0.3627 1.4674 -1.7287
C -0.3242 -2.6324 4.8857
C -1.7609 -2.5298 4.2776
O -2.3310 -3.7912 4.2078
H 0.1137 -1.6370 4.9602
H 0.3749 -3.3166 4.4050
H -0.3068 -3.0122 5.9072
H -1.7768 -1.9963 3.3272
H -2.3936 -1.9033 4.9063
H -3.1990 -3.7806 3.7980
C 2.7990 -1.6709 -4.9733
C 3.9276 -2.5352 -5.4018
O 3.5373 -3.8565 -5.5106
H 3.1171 -0.6312 -5.0503
H 2.4972 -2.0248 -3.9875
H 1.9215 -1.9887 -5.5364
H 4.7437 -2.4124 -4.6898
H 4.2752 -2.2088 -6.3820
H 2.5895 -3.8938 -5.6589
O 3.0984 6.7118 0.9403
H 2.2242 7.0421 0.7333
H 3.6895 7.4195 0.6833
O -5.8254 3.1051 3.2589
H -5.3834 2.4854 2.6786
H -6.3712 2.5578 3.8235
O -3.3531 -1.1710 -1.5127
H -2.5706 -0.6729 -1.2762
H -3.2541 -1.3430 -2.4491
*
```

Output
DFT total energy = -694.35221 Eh
molecular weight = 192.25 Da
gap between HOMO and LUMO = 10.435 eV
F_max = 1.59 eV/A
structure (SMILES) = CCO.CCO.CCO.O.O.O
energy above the lowest of the compared OMol25 structures with the same formula, charge and spin = 263.1 kJ/mol